This record from the Open Molecules 2025 dataset describes a single C5H6O molecule. The level of theory is ωB97M-V/def2-TZVPD.

Values from the calculation:
HOMO-LUMO gap = 8.302 eV
LUMO energy = -0.2 eV
Electronic energy = -269.16694 Eh
Energy relative to the best compared isomer or geometry (same formula, charge and spin) = 470.75 kJ/mol

The geometry in ORCA input format:
```
! RIJCOSX wB97M-V def2-TZVPD def2/J DEFGRID3
* xyz 0 1
O 0.2648 -0.7363 -0.2866
C 1.2547 -0.8337 0.5803
C 3.2407 0.7169 0.0076
C 2.3992 -0.1566 0.0602
C -1.9193 0.0814 -0.5587
C -0.9241 -0.3821 0.4692
H -1.2312 -1.2187 1.1053
H -1.4261 0.8126 -1.2081
H -2.7733 0.5604 -0.0773
H 4.0057 1.4587 -0.0386
H -0.6269 0.4523 1.1164
H -2.2642 -0.7550 -1.1697
*
```

***

This record from the Open Molecules 2025 dataset describes a molecular structure, C5H6O. The level of theory is ωB97M-V/def2-TZVPD.

Values from the calculation:
HOMO-LUMO gap = 9.513 eV
LUMO energy = 0.7 eV
Electronic energy = -269.19147 Eh
Energy relative to the best compared isomer or geometry (same formula, charge and spin) = 406.36 kJ/mol

The geometry in ORCA input format:
```
! RIJCOSX wB97M-V def2-TZVPD def2/J DEFGRID3
* xyz 0 1
O -0.8188 2.2492 -0.1810
C 1.3748 -0.9785 -0.3757
C -1.1036 -0.2244 -0.5206
C -0.5157 1.0976 -0.0385
C 0.0583 -0.9554 0.1944
C 0.6210 0.4460 0.7524
H 1.6477 0.7171 0.4586
H 0.5799 0.5195 1.8400
H 1.3312 -0.3607 -1.3011
H -1.1429 -0.3807 -1.6044
H -0.1803 -1.6767 0.9782
H -2.1075 -0.3780 -0.1088
*
```

***

This record from the Open Molecules 2025 dataset describes a single C5H6O molecule. The level of theory is ωB97M-V/def2-TZVPD.

Values from the calculation:
HOMO-LUMO gap (alpha / beta) = 7.096 / 7.098 eV
LUMO energy (alpha / beta) = -1.3 / -1.3 eV
Electronic energy = -269.09986 Eh
Energy relative to the best compared isomer or geometry (same formula, charge and spin) = 646.88 kJ/mol

The geometry in ORCA input format:
```
! RIJCOSX wB97M-V def2-TZVPD def2/J DEFGRID3
* xyz 0 1
O 0.4496 -1.6129 -0.0596
C 0.2502 -0.4287 -0.6622
C 0.3923 0.0369 1.7513
C 0.7191 0.5422 0.4945
C -2.0377 0.2847 -1.8677
C -1.0828 -0.0810 -1.2282
H -2.8755 0.5971 -2.4509
H 0.9377 -0.2108 -1.5056
H 1.0716 1.5745 0.4144
H 0.9221 0.4149 2.6257
H -0.2869 -0.8001 1.8754
H 1.5403 -0.3170 0.6130
*
```

***

This record from the Open Molecules 2025 dataset describes 2 unconnected molecules or ions with the total composition C5H6O. The level of theory is ωB97M-V/def2-TZVPD.

Values from the calculation:
HOMO-LUMO gap (alpha / beta) = 8.629 / 8.631 eV
LUMO energy (alpha / beta) = 0.1 / 0.1 eV
Electronic energy = -269.15184 Eh
Energy relative to the best compared isomer or geometry (same formula, charge and spin) = 510.39 kJ/mol
SMILES = C1=C2C[C@H]12.C=O

The geometry in ORCA input format:
```
! RIJCOSX wB97M-V def2-TZVPD def2/J DEFGRID3
* xyz 0 1
O -2.2876 0.5914 0.1097
C 0.3066 0.1010 0.5772
C -1.4433 0.8737 -0.7092
C 1.7529 -0.8676 0.2260
C 1.5182 0.4337 -0.0836
C 0.2907 -1.3466 0.3332
H -0.0246 0.5151 1.5314
H -0.1304 -1.7243 -0.5966
H -1.1501 0.1984 -1.5380
H -0.9575 1.8686 -0.7542
H 0.0440 -1.9829 1.1843
H 2.0809 1.3395 -0.2802
*
```

***

This record from the Open Molecules 2025 dataset describes a molecular structure, C5H6O2 in a non-equilibrium geometry. The level of theory is ωB97M-V/def2-TZVPD.

Values from the calculation:
HOMO-LUMO gap = 9.902 eV
LUMO energy = 0.1 eV
Electronic energy = -344.47936 Eh
Energy relative to the best compared isomer or geometry (same formula, charge and spin) = 321.75 kJ/mol

The geometry in ORCA input format:
```
! RIJCOSX wB97M-V def2-TZVPD def2/J DEFGRID3
* xyz 0 1
O -0.1883 -0.9508 0.5887
O 0.8967 0.8951 -1.8661
C 2.0171 -1.3561 0.6671
C 0.6121 0.2756 -0.8887
C 1.0542 -0.9447 -0.1409
C -1.8618 0.6473 -0.1227
C -0.4308 0.4100 0.2381
H 3.0977 -1.4035 0.4954
H -0.0458 1.0871 1.0196
H -2.1816 -0.1263 -0.8247
H -2.4924 0.5953 0.7694
H 1.2372 -1.4216 1.5018
H -1.9572 1.6272 -0.5900
*
```

***

This record from the Open Molecules 2025 dataset describes a single C5H6O2 molecule. The level of theory is ωB97M-V/def2-TZVPD.

Values from the calculation:
HOMO-LUMO gap = 10.662 eV
LUMO energy = 0.8 eV
Electronic energy = -344.51365 Eh
Energy relative to the best compared isomer or geometry (same formula, charge and spin) = 231.74 kJ/mol
SMILES = O=CCC#CCO

The geometry in ORCA input format:
```
! RIJCOSX wB97M-V def2-TZVPD def2/J DEFGRID3
* xyz 0 1
O -3.1185 0.8335 -0.6320
O 2.4014 1.0651 -1.0735
C -2.3183 -0.0556 -0.4989
C -0.2152 -0.3430 0.6276
C -1.6627 -0.4152 0.8292
C 2.3143 -0.0267 -0.1811
C 0.9375 -0.2517 0.2851
H -1.9595 -1.4343 1.1117
H -2.0177 0.2775 1.5980
H 2.9820 0.1006 0.6837
H -1.9717 -0.6669 -1.3574
H 1.9646 1.8181 -0.6550
H 2.6639 -0.9014 -0.7374
*
```

***

This record from the Open Molecules 2025 dataset describes a molecular structure, C5H6O2 in a non-equilibrium geometry. The level of theory is ωB97M-V/def2-TZVPD.

Values from the calculation:
HOMO-LUMO gap = 8.392 eV
LUMO energy = -0.3 eV
Electronic energy = -344.40106 Eh
Energy relative to the best compared isomer or geometry (same formula, charge and spin) = 527.33 kJ/mol

The geometry in ORCA input format:
```
! RIJCOSX wB97M-V def2-TZVPD def2/J DEFGRID3
* xyz 0 1
O 0.3103 1.7021 -0.3960
O -0.3737 -0.8734 -0.2111
C 1.8259 -1.3273 0.0399
C -2.4910 -0.3025 0.0650
C 1.1959 1.0865 0.1603
C 0.9132 -0.4184 0.0840
C -1.2248 0.0800 0.3007
H -2.8117 -1.4054 -0.4183
H 2.7923 -0.8621 -0.0638
H -3.5085 0.5986 0.0866
H -0.8686 1.0999 0.7287
H 2.0845 1.6176 0.8404
H 1.5041 -2.3886 -0.2172
*
```

***

This record from the Open Molecules 2025 dataset describes a single C5H6O2 molecule. The level of theory is ωB97M-V/def2-TZVPD.

Values from the calculation:
HOMO-LUMO gap = 10.656 eV
LUMO energy = 0.7 eV
Electronic energy = -344.51429 Eh
Energy relative to the best compared isomer or geometry (same formula, charge and spin) = 230.06 kJ/mol
SMILES = O=CCC#CCO

The geometry in ORCA input format:
```
! RIJCOSX wB97M-V def2-TZVPD def2/J DEFGRID3
* xyz 0 1
O -2.5329 -0.9732 0.9825
O 1.2939 0.6299 -3.0735
C 0.9260 1.0184 -1.9950
C 1.6317 0.6767 -0.6891
C -0.2323 -0.2952 0.9524
C -1.3411 -0.8683 1.7328
C 0.6501 0.1378 0.2529
H 0.0234 1.6526 -1.8784
H -2.3307 -1.4748 0.1825
H -1.5750 -0.2228 2.5841
H 2.4360 -0.0337 -0.9030
H -1.0295 -1.8427 2.1378
H 2.0804 1.5953 -0.2861
*
```